Entry 1:
Formula: C5H9F2N
Source: the Open Molecules 2025 dataset
Level of theory: ωB97M-V/def2-TZVPD

Total energy   -12252.7918 eV

Structure (ORCA input):
```
! RIJCOSX wB97M-V def2-TZVPD def2/J DEFGRID3
* xyz 0 1
C 0.935 -0.148 0.446
C -0.356 0.717 0.476
C 0.398 -1.556 0.391
C -1.269 -0.262 -0.265
C -0.223 2.139 -0.086
N 0.957 -2.236 -0.613
F -1.228 -0.182 -1.674
F -2.553 -0.453 0.200
H 1.471 0.170 -0.466
H 1.553 0.135 1.403
H -0.767 0.822 1.522
H 0.197 -2.048 1.233
H -0.483 2.249 -1.104
H 0.742 2.544 0.215
H -1.015 2.667 0.400
H 0.286 -3.002 -0.850
H 1.355 -1.555 -1.228
*
```

Entry 2:
Formula: C14H56O14
Source: the Open Molecules 2025 dataset
Level of theory: ωB97M-V/def2-TZVPD

Total energy   -44086.0281 eV

Structure (ORCA input):
```
! RIJCOSX wB97M-V def2-TZVPD def2/J DEFGRID3
* xyz 0 1
C 6.886 13.924 13.668
O 6.874 12.840 12.766
H 7.785 14.006 14.291
H 6.787 14.896 13.176
H 6.046 13.848 14.359
H 7.362 13.089 11.978
C 3.836 12.690 15.791
O 3.207 13.837 15.189
H 3.469 11.785 15.306
H 4.907 12.739 15.629
H 3.586 12.665 16.851
H 2.288 13.829 15.478
C 1.406 18.940 9.721
O 2.557 18.109 9.556
H 1.734 19.878 10.179
H 0.939 19.213 8.773
H 0.725 18.491 10.447
H 2.235 17.219 9.350
C 0.705 15.734 7.938
O 1.495 15.459 9.082
H 0.873 15.020 7.122
H -0.364 15.625 8.172
H 0.900 16.739 7.573
H 1.277 14.568 9.394
C 7.406 17.809 14.702
O 7.166 18.984 13.929
H 6.606 17.674 15.434
H 7.479 16.925 14.062
H 8.359 17.948 15.210
H 6.211 18.993 13.772
C 3.275 19.079 13.038
O 4.346 18.293 13.576
H 3.725 19.948 12.568
H 2.601 18.519 12.388
H 2.617 19.448 13.837
H 3.943 17.741 14.285
C 0.164 17.380 13.752
O -0.342 18.341 12.846
H 0.176 17.769 14.775
H -0.479 16.498 13.771
H 1.193 17.099 13.525
H -0.488 19.175 13.292
C 4.179 11.414 11.884
O 4.760 10.954 13.076
H 3.091 11.425 11.922
H 4.496 12.439 11.673
H 4.493 10.858 10.996
H 5.486 11.563 13.284
C 6.449 15.955 8.735
O 5.067 16.192 8.921
H 6.573 15.425 7.795
H 7.012 16.892 8.761
H 6.818 15.381 9.593
H 4.814 16.142 9.853
C 5.640 19.591 10.231
O 4.372 20.249 10.217
H 5.831 19.165 9.246
H 6.398 20.303 10.553
H 5.678 18.785 10.975
H 3.756 19.568 9.898
C 4.427 13.020 8.455
O 5.014 11.826 7.911
H 5.077 13.362 9.263
H 4.304 13.791 7.697
H 3.457 12.762 8.877
H 5.956 11.994 7.828
C 3.714 15.317 11.868
O 4.815 16.198 11.819
H 3.856 14.534 11.126
H 3.594 14.871 12.864
H 2.755 15.815 11.668
H 4.727 16.925 12.466
C 3.624 16.846 16.891
O 3.328 16.631 15.528
H 3.736 17.899 17.138
H 2.864 16.421 17.553
H 4.574 16.362 17.148
H 3.354 15.675 15.321
C 0.897 13.296 11.731
O 1.207 12.979 10.370
H 1.690 13.034 12.434
H 0.695 14.364 11.786
H -0.010 12.753 12.014
H 1.330 12.026 10.324
*
```

Entry 3:
Formula: CH3N4O2
Source: the Open Molecules 2025 dataset
Level of theory: ωB97M-V/def2-TZVPD

Total energy   -11138.0005 eV

Structure (ORCA input):
```
! RIJCOSX wB97M-V def2-TZVPD def2/J DEFGRID3
* xyz -1 1
C 1.755 1.122 0.536
N 1.004 0.157 1.052
N -0.557 0.044 -0.695
N -1.748 -0.585 -1.146
N 0.048 -0.576 0.244
O -0.351 -1.690 0.659
O 2.236 1.324 -0.598
H 1.899 1.780 1.440
H -1.816 -1.608 -0.634
H -2.469 0.033 -0.858
*
```

Entry 4:
Formula: C18H16ClCoN4O4S
Source: the Open Molecules 2025 dataset
Level of theory: ωB97M-V/def2-TZVPD

Total energy   -94060.3789 eV

Structure (ORCA input):
```
! RIJCOSX wB97M-V def2-TZVPD def2/J DEFGRID3
* xyz 0 1
Co 0.156 -0.058 -0.162
N -6.635 -3.490 1.121
C -5.252 -3.402 1.061
C -4.452 -4.289 1.785
C -3.075 -4.227 1.691
C -2.483 -3.287 0.863
C -3.263 -2.396 0.138
C -4.639 -2.451 0.239
S -0.730 -3.250 0.715
O -0.378 -3.617 -0.632
O -0.172 -3.999 1.803
N -0.328 -1.671 0.849
C -0.647 -0.953 1.957
N -0.174 0.306 1.796
C -0.494 1.221 2.700
C -1.222 0.873 3.820
C -1.629 -0.455 3.912
N -1.368 -1.375 2.992
H -7.016 -3.947 1.932
H -7.144 -2.663 0.856
H -4.917 -5.027 2.427
H -2.450 -4.895 2.268
H -2.800 -1.642 -0.486
H -5.249 -1.753 -0.321
H -0.143 2.230 2.524
H -1.469 1.596 4.582
H -2.207 -0.791 4.766
O -1.864 0.664 -0.462
C -1.294 1.562 -1.115
O -0.029 1.555 -1.262
H -1.865 2.381 -1.569
Cl 2.997 2.055 -2.149
C 2.346 0.507 -2.561
C 2.131 0.213 -3.887
C 1.631 -1.037 -4.250
C 1.376 -1.998 -3.287
C 1.614 -1.710 -1.952
C 2.083 -0.445 -1.547
C 2.153 -0.141 -0.134
H 2.350 0.959 -4.638
H 1.453 -1.251 -5.295
H 0.994 -2.972 -3.559
H 1.425 -2.465 -1.204
H 2.566 0.815 0.158
H 2.371 -0.968 0.533
*
```

Entry 5:
Formula: C4H5LiO2
Source: the Open Molecules 2025 dataset
Level of theory: ωB97M-V/def2-TZVPD

Total energy   -8519.0670 eV

Structure (ORCA input):
```
! RIJCOSX wB97M-V def2-TZVPD def2/J DEFGRID3
* xyz 1 2
C -1.138 1.464 0.261
C -0.231 0.310 0.196
C 0.881 -0.069 -0.411
C 1.276 -1.430 -0.712
O 1.499 -2.292 0.135
Li 2.000 -4.035 0.394
H -1.290 1.852 -0.763
H -0.629 2.260 0.838
H 1.611 0.699 0.050
H 1.293 -1.703 -1.783
O -2.356 1.083 0.853
H -2.916 1.859 0.940
*
```

Entry 6:
Formula: C15H18O7
Source: the Open Molecules 2025 dataset
Level of theory: ωB97M-V/def2-TZVPD

Total energy   -30181.2006 eV

Structure (ORCA input):
```
! RIJCOSX wB97M-V def2-TZVPD def2/J DEFGRID3
* xyz 0 1
C -5.391 -1.898 1.095
H -5.204 -2.958 1.247
C -5.077 -1.500 -0.342
C -5.260 0.005 -0.555
O -4.376 0.782 0.228
C -3.071 0.893 -0.129
C -2.496 0.392 -1.292
C -1.149 0.591 -1.541
C -0.343 1.284 -0.650
C -0.927 1.796 0.505
C -2.265 1.604 0.765
H -2.722 2.003 1.656
H -0.326 2.358 1.207
C 1.127 1.458 -0.907
H 1.461 2.420 -0.511
H 1.333 1.435 -1.979
C 1.975 0.331 -0.243
C 1.704 0.373 1.242
O 2.195 1.189 1.995
O 0.842 -0.540 1.658
H 0.678 -0.450 2.611
C 1.645 -1.038 -0.835
C 2.404 -2.161 -0.171
O 2.226 -3.326 -0.387
O 3.325 -1.723 0.704
H 3.828 -2.473 1.061
H 1.934 -1.045 -1.890
H 0.578 -1.254 -0.768
C 3.448 0.687 -0.595
O 3.943 0.273 -1.605
O 4.071 1.514 0.220
H 3.553 1.678 1.044
H -0.724 0.203 -2.455
H -3.082 -0.149 -2.018
H -6.255 0.306 -0.215
H -5.166 0.263 -1.617
H -4.049 -1.779 -0.577
H -5.740 -2.027 -1.031
H -6.433 -1.692 1.330
H -4.767 -1.333 1.783
*
```

Entry 7:
Formula: C4H8O2
Source: the Open Molecules 2025 dataset
Level of theory: ωB97M-V/def2-TZVPD

Total energy   -8372.0491 eV

Structure (ORCA input):
```
! RIJCOSX wB97M-V def2-TZVPD def2/J DEFGRID3
* xyz 0 1
C -0.117 1.812 0.217
C 0.209 0.649 -0.703
O 1.254 -0.159 -0.213
C 0.640 -1.187 0.539
C -0.666 -1.428 -0.221
O -0.931 -0.182 -0.842
H -0.955 2.381 -0.195
H 0.745 2.476 0.320
H -0.407 1.446 1.207
H 0.518 1.009 -1.692
H 1.313 -2.048 0.556
H 0.453 -0.867 1.574
H -1.502 -1.689 0.437
H -0.553 -2.209 -0.984
*
```

> The lowest total energy belongs to which entry?

C18H16ClCoN4O4S

> Which of these has the highest total energy?

C4H8O2